Below is the molecule C4H6O2, with properties calculated with ωB97M-V with the def2-TZVPD basis set.

Structure (XYZ):
```
12
Properties=species:S:1:pos:R:3:forces:R:3
O 1.140841 0.712055 -1.400979 0.0573 0.0702 0.4881
C 1.073340 1.134955 -0.270283 -0.0201 -0.0827 -0.2418
C 0.139138 0.575443 0.771355 0.0072 -0.0089 -0.0142
C -0.237907 -0.869721 0.442657 -0.0057 -0.0487 0.0308
C -0.925979 -0.892852 -0.912599 -0.2859 0.1139 -0.0242
O -1.961360 -0.302025 -1.107042 0.3137 -0.2201 0.0713
H 1.707984 1.978634 0.048614 0.0057 0.1377 -0.0409
H -0.774332 1.186809 0.737800 0.1481 0.0058 0.0496
H 0.573981 0.700554 1.769921 -0.0595 -0.0926 -0.1659
H 0.642571 -1.522313 0.447361 -0.1305 0.1474 -0.0591
H -0.945742 -1.240752 1.192622 0.0691 0.0374 -0.1398
H -0.432535 -1.460786 -1.719427 -0.0994 -0.0594 0.0460
```
Positions in Å, forces in eV/Å.

Properties
Relative energy (zero: lowest compared OMol25 entry of this formula, charge and spin) in eV: 1.0266
2S+1: 1
LUMO level in eV: 0.9
Net charge: 0
HOMO-LUMO gap in eV: 10.6
SMILES string: O=CCCC=O

=====

Below is a cluster of 2 separate species, C3H4O3 in total in a non-equilibrium geometry, with properties calculated with ωB97M-V with the def2-TZVPD basis set.

Structure (XYZ):
```
10
Properties=species:S:1:pos:R:3:forces:R:3
C 0.508495 0.912800 -0.447349 2.8276 -1.2193 -0.1577
C 0.251122 -2.408606 0.799824 -1.5128 0.9890 0.6742
C -0.406066 0.034515 -0.184656 -2.0867 -2.7528 1.5113
O -0.660491 -2.767318 1.474098 1.6558 0.1800 -1.1003
O 0.373120 2.119871 -1.017340 -1.2909 1.8758 0.3735
O -1.741228 0.106266 0.095550 0.5216 0.0002 -0.4712
H 1.588084 0.545991 -0.325928 -1.6639 0.8206 -0.3600
H 1.312399 -2.781943 0.751419 -0.4923 -0.0918 0.1138
H -0.484451 2.508420 -0.703976 1.0643 -0.4079 -0.5896
H -2.259658 -0.698568 -0.128865 0.9774 0.6061 0.0062
```
Positions in Å, forces in eV/Å.

Properties
Relative energy (zero: lowest compared OMol25 entry of this formula, charge and spin) in eV: 5.9939
2S+1: 1
LUMO level (alpha / beta) in eV: 0.2 / 0.2
Net charge: 0
HOMO-LUMO gap (alpha / beta) in eV: 8.5 / 8.4

=====

Below is a structure of composition C16H43B2F4N4O2Sn in a non-equilibrium geometry, with properties calculated with ωB97M-V with the def2-TZVPD basis set.

Structure (XYZ):
```
72
Properties=species:S:1:pos:R:3:forces:R:3
Sn -0.298191 1.489635 -3.988693 1.2335 -1.7352 2.1578
B -0.427972 0.775089 -1.026718 -0.6762 0.0171 -1.4136
H -1.512420 1.101856 -1.224213 -1.8956 0.9830 -0.5890
H -0.271103 -0.235022 -1.534653 0.1901 -1.3004 -0.8721
H 0.346444 1.550538 -1.402882 1.5502 1.6707 -1.1743
H -0.316314 0.657693 0.100504 0.4319 0.1626 1.7386
C 2.330555 1.984712 3.173326 1.3741 0.9029 -0.9330
C 2.053274 1.542252 1.736698 -0.5902 -0.6641 -0.1676
N 3.223516 1.276342 0.875340 0.5028 -0.0289 -2.0713
C 4.241362 0.413604 1.221406 -0.8654 0.5134 0.7959
C 5.189883 0.507287 0.282359 1.7669 -0.7613 -0.4026
N 4.770722 1.320869 -0.737865 -2.0283 0.2338 1.7220
C 3.519188 1.705494 -0.388947 0.6494 0.4509 0.9433
C 5.448193 1.769508 -1.946617 -0.3843 -0.2385 -0.6658
H 3.155612 2.703836 3.168669 -0.0605 0.1834 -0.1732
H 2.714062 1.224852 3.849953 -0.7853 -0.2458 0.0955
H 1.471220 2.582377 3.467396 -0.1004 -0.5443 0.6512
H 1.413313 2.281503 1.259414 0.2623 0.0228 -0.2678
H 1.491577 0.605996 1.733336 -0.1557 0.0416 0.0441
H 4.107952 -0.199757 2.097324 0.5676 0.1397 0.1080
H 6.163462 0.043204 0.302175 -0.0491 -0.0151 -0.2493
H 2.919350 2.300987 -1.055581 -0.1706 0.1863 0.3916
H 4.649918 2.134170 -2.591463 0.1565 -0.2014 -0.2553
H 5.928620 0.907301 -2.402480 0.0506 0.1599 -0.1069
H 6.133019 2.605671 -1.820640 0.1166 -0.2299 0.5764
C -4.084282 3.335394 0.049241 -0.9198 -0.4173 -0.6631
N -4.528248 1.982863 0.547368 -0.3258 -0.2405 -1.1921
C -5.829872 2.047908 1.393351 2.1733 0.8012 0.3257
C -4.925227 1.174397 -0.688598 0.7493 0.6108 0.0515
C -3.343604 1.338421 1.270321 -0.5361 -0.8567 0.1831
C -2.615005 2.106974 2.396036 0.1482 -0.7466 0.0041
O -3.281391 2.020136 3.623888 -0.3842 0.2094 -0.1003
H -4.736864 3.612997 -0.778436 -0.2066 0.1743 0.2414
H -3.110582 3.183140 -0.411761 0.2475 0.2914 0.4851
H -4.169575 4.097531 0.818237 0.4326 -0.1387 0.0901
H -5.502473 2.784477 2.125032 -0.9308 0.0227 0.3694
H -6.007522 1.096131 1.886448 0.0805 -0.0671 -0.2117
H -6.654407 2.363504 0.761770 0.0994 0.1011 0.0277
H -4.034095 1.016237 -1.295116 0.0671 -0.3489 0.2046
H -5.569583 1.810582 -1.292072 -0.2957 -0.1400 0.2409
H -5.434084 0.253207 -0.419574 0.2025 -0.0194 0.1215
H -2.556186 0.959481 0.612987 -0.3595 1.0185 -0.8087
H -3.783068 0.360732 1.484815 0.1967 0.1192 1.3648
H -2.313121 3.139358 2.195935 -0.5511 0.0742 -0.6448
H -1.637740 1.611284 2.471632 -0.0337 -0.3463 -0.0728
H -2.938394 2.723278 4.185767 -0.1824 -0.1081 0.2756
C 0.145451 -4.876164 0.375798 -0.4937 0.6944 -1.2388
N 0.670111 -3.753823 -0.522065 0.3686 -1.6815 -0.5185
C 2.054040 -4.109877 -1.073653 0.5815 1.2294 1.8006
C -0.155258 -3.747261 -1.800683 -1.8250 0.6911 0.8501
C 0.727635 -2.471258 0.306638 -0.8996 -0.0755 -1.4272
C -0.570517 -2.063397 0.997795 0.4744 1.7502 0.5512
O -1.627630 -1.637833 0.173307 -0.3791 -0.5178 -0.1508
H 0.008538 -5.715743 -0.301732 0.6247 -0.4984 0.5615
H -0.871362 -4.628174 0.677629 0.1168 0.2778 0.0940
H 0.778987 -4.967757 1.252619 0.1735 -0.4154 -0.2396
H 2.682759 -3.997338 -0.188904 0.3728 -0.7816 -0.1442
H 2.426556 -3.336635 -1.743249 -0.5658 0.0487 -0.2762
H 2.112023 -5.077296 -1.561752 -0.3498 -0.0776 0.2878
H -0.206528 -4.733284 -2.258000 0.7040 -0.0726 0.1866
H 0.158219 -2.997936 -2.519830 0.5036 -0.0211 0.2203
H -1.191902 -3.541423 -1.527578 0.0560 0.2104 0.0971
H 1.019107 -1.772746 -0.478169 -0.0446 0.5919 0.4358
H 1.474522 -2.465004 1.100619 0.3540 -0.8140 -0.3456
H -0.252836 -1.212037 1.621417 0.3087 0.3660 -0.2731
H -0.915176 -2.655519 1.846509 -0.2849 -0.9134 -0.7552
H -1.342473 -0.873756 -0.366144 0.0835 -0.7012 0.4327
B 2.304650 -1.109388 -3.629533 1.5973 -0.6708 -0.2476
F 2.186397 -2.442088 -3.963535 0.1167 0.1397 -0.0166
F 3.515574 -0.762136 -3.026582 -0.1152 -0.1944 0.2543
F 2.203166 -0.281977 -4.780723 -1.4812 0.7996 0.1533
F 1.276005 -0.838163 -2.694631 -0.7591 0.9396 -0.4666
```
Positions in Å, forces in eV/Å.

Properties
2S+1: 1
LUMO level in eV: -11.9
Net charge: +3
HOMO-LUMO gap in eV: 5.5

=====

Below is the molecule C19H23NO5, with properties calculated with ωB97M-V with the def2-TZVPD basis set.

Structure (XYZ):
```
48
Properties=species:S:1:pos:R:3:forces:R:3
C -1.141704 -3.641715 -1.971251 0.0110 -0.4455 -0.0303
O -0.627706 -2.371436 -1.614020 0.1792 0.4327 0.0595
C 0.592539 -2.367971 -1.049229 0.3095 -0.5322 0.0537
O 1.239762 -3.378027 -0.870196 -0.1747 0.0269 -0.0757
C 1.033466 -1.019824 -0.688718 0.1960 0.4509 -0.0136
C 2.257667 -0.883676 -0.146653 -0.3994 -0.4458 -0.2757
N 2.797889 0.317490 0.212276 -0.2320 0.1497 -0.0247
C 4.127925 0.394907 0.795728 0.4784 -0.2038 0.1808
C 4.176472 -0.364898 2.120941 -0.0065 0.2751 -0.1308
C 5.183704 -0.112960 -0.186285 -0.1305 0.2404 0.1262
C 2.081721 1.442913 -0.071346 -0.4658 0.4139 -0.2544
C 0.847752 1.428176 -0.609571 0.2328 -0.3841 -0.0585
C 0.205417 2.713521 -0.886522 0.2386 0.5166 0.1009
O 0.689844 3.797484 -0.640173 -0.1567 -0.0255 -0.0755
O -1.003529 2.565647 -1.457603 0.2315 -0.3971 0.0260
C -1.707254 3.762482 -1.736285 -0.0551 0.4381 -0.0001
C 0.090647 0.146686 -0.876886 0.0226 0.0067 0.0898
C -1.072483 0.026446 0.086848 -0.3279 -0.0315 0.0165
C -0.831327 -0.005785 1.456572 -0.0090 -0.0013 0.0227
C -1.886619 -0.115567 2.339017 0.1326 0.0080 0.0091
C -3.192495 -0.194974 1.881559 -0.3580 -0.0252 -0.0201
C -3.440571 -0.163282 0.514768 0.1579 0.0133 -0.0619
O -4.678354 -0.233513 -0.056491 0.2866 0.0270 -0.1497
C -5.799535 -0.346764 0.783892 -0.1639 -0.0172 0.1368
C -2.371573 -0.052382 -0.373638 -0.1633 -0.0180 0.1708
H -1.153579 -4.304504 -1.103311 -0.0267 0.0415 -0.0939
H -2.151694 -3.469015 -2.334192 0.0399 0.0066 0.0118
H -0.526028 -4.098018 -2.750080 -0.0772 0.0223 0.0629
H 2.865512 -1.763036 0.001542 0.0448 -0.0585 0.0347
H 4.317347 1.455371 0.994516 -0.1090 -0.1391 -0.0586
H 5.144684 -0.221401 2.592804 0.1094 -0.0348 0.0623
H 4.023347 -1.429761 1.967479 -0.0007 -0.1362 -0.0091
H 3.405486 0.002177 2.794556 -0.0578 0.0077 0.0804
H 5.058463 -1.174713 -0.380926 0.0044 -0.1355 -0.0196
H 5.108945 0.423165 -1.129592 0.0240 0.0250 -0.0938
H 6.176730 0.046045 0.225175 0.1245 -0.0278 0.0285
H 2.556728 2.390800 0.138904 0.0372 0.0329 0.0415
H -1.175390 4.353054 -2.486120 -0.0726 -0.0369 0.0614
H -2.682992 3.460875 -2.108698 0.0402 -0.0007 0.0107
H -1.810742 4.362326 -0.829516 -0.0222 -0.0390 -0.0974
H -0.309311 0.149496 -1.896536 0.0282 -0.0055 0.1219
H 0.181782 0.054990 1.825703 0.1293 0.0082 0.0502
H -1.699751 -0.140947 3.402923 0.0095 -0.0017 0.0800
H -3.996565 -0.280333 2.595532 -0.0955 -0.0077 0.0246
H -5.763984 -1.262846 1.382955 0.0050 0.0461 -0.0098
H -6.662989 -0.385239 0.121249 0.0286 -0.0013 0.0888
H -5.894256 0.517886 1.449263 0.0116 -0.0436 -0.0135
H -2.583418 -0.029342 -1.430349 -0.0090 0.0059 -0.1860
```
Positions in Å, forces in eV/Å.

Properties
Relative energy (zero: lowest compared OMol25 entry of this formula, charge and spin) in eV: 1.0847
2S+1: 1
LUMO level in eV: 0.4
Net charge: 0
HOMO-LUMO gap in eV: 8.3
SMILES string: COC(=O)C1=CN(C(C)C)C=C(C(=O)OC)C1c1cccc(OC)c1

=====

Below is a structure of composition C9H21FeN3O4S, with properties calculated with ωB97M-V with the def2-TZVPD basis set.

Structure (XYZ):
```
39
Properties=species:S:1:pos:R:3:forces:R:3
Fe 0.156226 -0.015630 -0.570201 -0.0011 0.0779 0.0437
C -1.919774 1.815188 0.369503 0.0792 0.1120 -0.0144
C -2.784459 0.572905 0.264542 -0.1198 -0.0480 0.0524
O -1.987462 -0.507387 -0.267552 0.0871 -0.0793 0.0540
C -2.216424 -1.768106 0.392618 -0.0917 0.0628 0.0414
C -1.047148 -2.679786 0.095060 0.0589 -0.0406 -0.0844
O 0.161164 -1.907615 0.237000 -0.0116 -0.0356 -0.2250
C 1.189014 -2.232948 1.178563 0.0621 -0.0051 -0.0222
C 1.451351 -1.002598 2.020199 0.0089 0.1090 0.0437
O 1.574882 0.149559 1.147658 -0.0855 -0.1217 0.0941
C 1.449591 1.412331 1.854187 0.0219 -0.0299 0.0712
C 0.384959 2.259281 1.172853 -0.0169 0.0004 -0.0349
O -0.669267 1.334085 0.881458 0.0876 -0.0328 -0.0629
H -2.358960 2.539065 1.057346 -0.0577 -0.0543 0.0313
H -1.766911 2.310612 -0.592099 0.0240 -0.0291 -0.0159
H -3.648408 0.741772 -0.377294 0.0032 0.0265 -0.0080
H -3.133678 0.286850 1.257324 -0.0027 0.0120 -0.0020
H -3.145380 -2.214725 0.033262 0.0039 -0.0106 0.0202
H -2.299520 -1.595681 1.468759 0.0230 0.0425 -0.0101
H -1.078256 -3.050026 -0.929334 0.0232 0.0157 -0.0134
H -1.027848 -3.531943 0.772803 -0.0808 0.0051 0.0272
H 2.072880 -2.546245 0.620055 0.0295 0.0278 0.0028
H 0.879143 -3.066938 1.807698 0.0063 0.0356 0.0729
H 2.367590 -1.125920 2.600555 -0.0123 -0.0004 0.0019
H 0.616054 -0.833494 2.704202 -0.0048 0.0153 -0.0371
H 2.415935 1.914429 1.856985 -0.0111 0.0219 -0.0014
H 1.158788 1.204893 2.883574 -0.0023 0.0184 -0.0090
H 0.745297 2.715489 0.245911 -0.0205 -0.0144 -0.0227
H 0.034409 3.051042 1.836381 0.0329 -0.0211 0.0521
N 2.113136 -0.494453 -1.713237 0.0519 -0.1174 -0.0070
N 2.306369 0.228094 -2.895531 0.0698 0.0023 -0.0165
C 1.369031 1.080517 -3.342299 -0.0795 0.0089 -0.0157
N 1.606463 1.713893 -4.477813 0.0580 -0.0073 -0.0337
S -0.091033 1.349991 -2.511252 -0.0629 -0.0086 0.0080
H 2.864464 -0.283863 -1.059473 -0.0222 0.0577 0.0035
H 2.150828 -1.489875 -1.924666 -0.0366 0.0070 -0.0160
H 3.155726 0.069121 -3.419847 -0.0005 -0.0043 0.0115
H 2.440669 1.568730 -5.026819 0.0018 0.0058 0.0094
H 0.917797 2.355359 -4.838584 -0.0128 -0.0041 0.0107
```
Positions in Å, forces in eV/Å.

Properties
2S+1: 5
LUMO level (alpha / beta) in eV: -5.4 / -6.0
Net charge: +2
HOMO-LUMO gap (alpha / beta) in eV: 10.4 / 9.9

=====

Below is the molecule C5H6O3 in a non-equilibrium geometry, with properties calculated with ωB97M-V with the def2-TZVPD basis set.

Structure (XYZ):
```
14
Properties=species:S:1:pos:R:3:forces:R:3
O 1.971447 -0.019584 0.419317 -1.8096 -0.2823 0.6070
C 0.994743 -0.011325 -0.664470 0.0248 -0.2279 2.6183
C 0.056635 -1.230029 -0.529480 1.3205 -0.1335 -0.9562
O -0.488380 -1.329835 0.777720 0.5744 -0.5243 0.6374
C -1.266075 -0.760171 -0.230517 -1.3366 2.0924 0.4236
C -1.260229 0.854832 -0.139088 1.4263 -3.2678 -1.1147
O -0.368198 1.313059 0.841000 -0.0669 1.0275 -1.4624
C 0.087643 1.233573 -0.580333 0.5095 0.4067 0.1706
H 1.405356 -0.174152 1.232547 0.9805 0.3702 -1.1292
H 1.634117 -0.096054 -1.479249 0.5746 0.1513 -2.0005
H 0.330271 -2.178910 -1.048846 -0.4142 0.8091 0.5401
H -2.166750 -1.298177 -0.447521 -0.4371 -0.0540 -0.2682
H -2.123057 1.359121 -0.475520 -0.9577 0.8569 0.3023
H 0.324807 2.157778 -1.222378 -0.3885 -1.2242 1.6317
```
Positions in Å, forces in eV/Å.

Properties
Relative energy (zero: lowest compared OMol25 entry of this formula, charge and spin) in eV: 3.1122
2S+1: 1
LUMO level in eV: 0.9
Net charge: 0
HOMO-LUMO gap in eV: 11.0
SMILES string: O[C@H]1[C@H]2O[C@H]2[C@H]2O[C@@H]12

=====

Calculated total energy? In order: -8339.4345 -9312.7068 -45373.7189 -31803.8973 -67541.9052 -11421.2999 eV.